Entry from the OMol25 dataset: an isolated molecule of C2H5NO (ωB97M-V/def2-TZVPD).

Last column: Mulliken charge in e.
Element x y z (Å)
C 0.8760 -0.5146 0.5160  -0.782
C -0.4825 0.1162 0.2594  0.508
N -0.8060 0.4816 -1.0471  -0.467
O -1.3130 0.1788 1.1435  -0.559
H 1.3797 0.0034 1.3368  0.263
H 1.5342 -0.5725 -0.3541  0.299
H 0.6764 -1.5353 0.8637  0.234
H -1.7760 0.7665 -1.0946  0.264
H -0.2411 1.1671 -1.5230  0.238

Force components x, y, z for each atom (eV/Å):
0.02 0.04 -0.01
-0.15 -0.06 0.23
-0.36 0.13 0.13
0.22 -0.16 -0.27
-0.11 -0.01 -0.14
-0.19 0.14 0.06
0.03 0.20 -0.09
-0.03 0.04 0.12
0.55 -0.31 -0.03

Summary:
**Max |F|**: 0.01229 Eh/bohr
**Gap between HOMO and LUMO**: 10.83 eV
**Spin multiplicity**: 1
**Structure (SMILES)**: CC(N)=O
**LUMO energy**: 0.9389 eV
**Energy above the lowest of the compared OMol25 structures with the same formula, charge and spin**: 20.9 kJ/mol
**Net charge**: 0